*one*
C4H14N3 | wB97M-V/def2-TZVPD

The geometry in XYZ format:
```
21
Properties=species:S:1:pos:R:3
N 2.065 -1.768 -1.762
N 1.926 0.238 -0.444
N 0.899 -1.923 0.283
C -2.366 0.010 0.553
C -2.420 1.483 0.854
C 1.028 1.210 0.135
C 1.452 -1.098 -0.721
H 0.743 -1.326 1.133
H 2.745 0.649 -0.976
H 2.382 -1.159 -2.532
H -1.532 1.808 1.409
H -1.752 -0.516 1.219
H 1.379 2.278 0.099
H -1.819 -0.071 -0.399
H 0.021 1.400 -0.385
H 2.040 -2.897 -2.095
H 1.612 -2.558 0.573
H -3.275 1.696 1.519
H 0.965 0.805 1.060
H -3.447 -0.419 0.384
H -2.645 2.157 0.091
```

## Properties
Gap between HOMO and LUMO (alpha / beta) (eV): 6.025 / 9.688
2S+1: 2
HOMO level (alpha / beta) (Eh): -0.1818 / -0.3249


*two*
C4H14N3 | wB97M-V/def2-TZVPD

The geometry in XYZ format:
```
21
Properties=species:S:1:pos:R:3
N 1.403 -0.972 1.886
N 1.114 0.698 0.251
N -0.619 0.839 -1.811
C 0.587 -1.964 2.656
C -1.489 1.966 -2.221
C 1.025 -0.513 0.730
C -1.525 -0.202 -1.274
H -1.662 0.099 -0.226
H 0.335 -1.535 3.626
H 1.128 -2.885 2.750
H 1.870 -0.264 2.456
H -1.026 -1.151 -1.384
H -2.243 1.607 -2.933
H -0.399 -2.061 2.153
H -1.928 2.315 -1.285
H -0.801 2.711 -2.654
H 1.593 1.422 0.825
H -2.491 -0.219 -1.773
H -0.127 0.475 -2.698
H 0.495 0.959 -0.607
H 0.377 -1.151 0.123
```

## Properties
Gap between HOMO and LUMO (alpha / beta) (eV): 4.247 / 9.281
2S+1: 2
HOMO level (alpha / beta) (Eh): -0.1187 / -0.3065


Of them, *one* has the lowest stability.


*one*
C3H8Si2 | wB97M-V/def2-TZVPD

The geometry in XYZ format:
```
13
Properties=species:S:1:pos:R:3
Si -0.384 -0.107 -1.515
Si -0.681 -1.592 0.442
C 0.212 -0.371 1.446
C 0.503 1.208 -0.552
C 0.522 0.802 0.907
H 1.509 1.293 -1.083
H 0.880 1.481 1.601
H 0.496 -0.606 -2.771
H 0.550 -0.397 2.455
H -1.683 0.568 -1.825
H -1.983 -1.587 0.869
H -0.032 2.165 -0.441
H 0.090 -2.857 0.468
```

## Properties
Gap between HOMO and LUMO (eV): 10.196
2S+1: 1
HOMO level (Eh): -0.3405
SMILES: C1=C[SiH2][SiH2]C1


*two*
C3H8Si2 | wB97M-V/def2-TZVPD

The geometry in XYZ format:
```
13
Properties=species:S:1:pos:R:3
Si 1.494 0.684 0.147
Si -1.532 0.507 -0.016
C 0.062 -0.418 0.440
C 0.067 -1.849 0.645
C 0.109 -2.420 -0.526
H 1.284 1.693 1.229
H -2.155 0.875 1.236
H -0.011 -1.942 -1.562
H -1.148 1.764 -0.928
H 1.035 1.299 -1.234
H 0.232 -2.312 1.684
H -2.239 -0.248 -0.946
H 2.670 -0.170 -0.126
```

## Properties
Gap between HOMO and LUMO (alpha / beta) (eV): 8.264 / 8.520
2S+1: 1
HOMO level (alpha / beta) (Eh): -0.3134 / -0.3305


Of them, *two* has the lowest stability.


*one*
C3H6NO3 | wB97M-V/def2-TZVPD

The geometry in XYZ format:
```
13
Properties=species:S:1:pos:R:3
O 1.207 1.345 -0.153
O 1.721 0.333 -2.512
O 0.493 -0.013 -1.925
N -0.730 0.469 1.372
C -0.359 -0.933 1.306
C -0.804 -0.194 0.027
C 0.508 0.559 -0.713
H 1.710 -0.323 -3.270
H 0.796 -1.081 1.169
H -1.703 0.523 1.619
H -1.011 -1.622 1.889
H 0.008 1.242 1.487
H -1.837 -0.305 -0.296
```

## Properties
Gap between HOMO and LUMO (eV): 11.751
Total charge: +1
2S+1: 1
HOMO level (Eh): -0.5617
SMILES: O=C(OO)[C@H]1C[NH2+]1


*two*
C3H6NO3 | wB97M-V/def2-TZVPD

The geometry in XYZ format:
```
13
Properties=species:S:1:pos:R:3
O 0.196 0.269 -0.014
O -1.213 1.812 -1.043
O -1.919 -0.184 -0.621
N -1.059 0.749 -0.615
C -1.711 -1.504 -0.080
C 1.322 1.043 0.121
C 2.390 0.549 0.727
H 2.316 -0.497 1.049
H -0.754 -1.785 -0.353
H 1.377 1.942 -0.564
H -1.798 -1.396 1.089
H -2.503 -2.038 -0.677
H 3.357 1.040 0.980
```

## Properties
Gap between HOMO and LUMO (alpha / beta) (eV): 8.172 / 8.173
Total charge: +1
2S+1: 1
HOMO level (alpha / beta) (Eh): -0.5360 / -0.5360
SMILES: C=CO[N+](=O)OC


Of them, *two* has the lowest stability.